Density functional theory data (wB97M-V/def2-TZVPD) for C20H28N5O3SV as an isolated structure.

* relative energy (zero: lowest compared OMol25 entry of this formula, charge and spin): 0.0 kJ/mol
* total charge: +2
* max |F|: 0.00198 Eh/bohr
* 2S+1: 3
* LUMO (spin up / spin down): -7.365 / -6.553 eV
* HOMO energy (spin up / spin down): -0.499 / -0.499 Eh

Last column: natural (NBO) charge in e.
Geometry (Å):
V1 1.63478 1.59155 2.12995  1.488
C1 0.64896 -0.14863 4.26566  -0.233
C2 -0.63504 0.02774 3.47550  -0.244
N1 -0.34113 0.72167 2.18780  -0.723
C3 -1.35125 1.75527 1.84066  -0.233
C4 -1.23933 3.00393 2.70497  -0.534
S1 0.46400 3.67327 2.71315  0.317
C5 0.97419 3.58319 4.46142  -0.520
C6 0.81456 2.20167 5.07097  -0.245
N2 1.41275 1.13098 4.22372  -0.664
H1 0.43918 -0.45176 5.29326  0.236
H2 1.27854 -0.91230 3.80824  0.239
H3 -1.09552 -0.94025 3.27954  0.254
H4 -1.36171 0.61508 4.03565  0.208
H5 -0.41512 0.01373 1.43941  0.475
H6 -1.20377 2.01198 0.79013  0.226
H7 -2.35914 1.34219 1.93011  0.240
H8 -1.89188 3.78334 2.31600  0.274
H9 -1.53519 2.82593 3.73741  0.238
H10 2.01905 3.89881 4.43990  0.261
H11 0.41663 4.32621 5.03022  0.270
H12 1.27089 2.19182 6.06217  0.249
H13 -0.23891 1.97311 5.21703  0.214
H14 2.34981 0.94366 4.57273  0.416
C7 -1.33059 -4.25755 -7.05083  -0.639
C8 -1.34046 -3.80989 -5.61722  0.023
C9 -0.31787 -4.16924 -4.74277  -0.192
C10 -0.34246 -3.77826 -3.41253  -0.233
C11 -1.39875 -3.01067 -2.94503  0.127
N3 -1.42763 -2.59441 -1.56885  -0.615
C12 -0.82187 -1.50248 -1.08406  0.815
O1 -0.88494 -1.16615 0.10401  -0.733
N4 -0.10831 -0.75801 -2.01947  -0.652
C13 0.44815 0.46592 -1.66989  0.218
C14 0.33829 1.61186 -2.44858  -0.154
C15 0.82080 2.81680 -1.95404  -0.210
C16 1.32915 2.86934 -0.67340  0.041
N5 1.47852 1.75056 0.06032  -0.559
C17 1.12756 0.56945 -0.46399  0.027
C18 -2.42821 -2.63699 -3.80040  -0.227
C19 -2.39317 -3.03788 -5.12535  -0.203
H15 -0.37863 -4.71006 -7.32059  0.227
H16 -1.51771 -3.42071 -7.72376  0.232
H17 -2.11525 -4.99562 -7.22399  0.241
H18 0.50439 -4.77313 -5.10485  0.229
H19 0.44797 -4.07357 -2.73383  0.228
H20 -1.96203 -3.12089 -0.89416  0.427
H21 -0.25962 -0.97681 -2.99469  0.437
H22 -0.14083 1.57112 -3.41920  0.251
H23 0.75179 3.72106 -2.54141  0.260
H24 1.63574 3.80090 -0.21723  0.230
H25 1.35132 -0.31665 0.11059  0.242
H26 -3.25522 -2.04832 -3.42263  0.225
H27 -3.20031 -2.75427 -5.78944  0.230
O2 3.51288 2.06604 2.44622  -0.687
C20 3.88591 0.86884 2.16003  0.656
O3 2.98783 0.01909 1.94272  -0.663
H28 4.94822 0.61834 2.11272  0.192